The following is a quantum chemistry calculation of a structure of composition C16H28B2N3O32S4 in a non-equilibrium geometry, from the OMol25 dataset.

The geometry in XYZ format:
```
85
C16H28B2N3O32S4, DFT wB97M-V/def2-TZVPD
N 1.35 1.74 6.04
H 2.22 2.22 5.81
H 0.50 2.30 6.04
H 1.24 1.24 6.93
H 1.15 1.13 5.23
N 3.92 -2.15 2.42
H 3.45 -1.25 2.56
H 3.24 -2.91 2.51
H 4.67 -2.26 3.09
H 4.18 -2.15 1.42
N -4.01 -0.87 0.86
H -4.85 -0.57 0.35
H -3.34 -1.11 0.12
H -4.30 -1.74 1.34
H -3.64 -0.17 1.49
O 2.54 0.32 2.24
C 1.49 0.49 1.68
O 1.15 0.43 0.43
B -0.28 0.76 0.29
O -0.72 1.17 1.66
C 0.27 0.98 2.50
O 0.25 1.08 3.70
O -0.53 1.83 -0.67
C -1.52 1.48 -1.46
O -2.03 2.13 -2.33
C -1.90 0.00 -1.18
O -1.10 -0.37 -0.19
O -2.76 -0.58 -1.76
O -3.82 -5.55 3.58
C -3.15 -4.57 3.47
O -2.25 -4.15 4.37
B -1.59 -2.96 3.85
O -2.09 -2.77 2.47
C -3.09 -3.60 2.26
O -3.76 -3.61 1.25
O -1.68 -1.74 4.74
C -0.47 -1.22 4.88
O -0.20 -0.18 5.41
C 0.51 -2.13 4.13
O -0.11 -3.20 3.76
O 1.69 -1.92 4.03
C 1.96 -3.60 -2.56
C 0.78 -2.64 -2.26
O 1.31 -1.86 -1.21
S 2.83 -1.51 -1.54
O 3.62 -1.23 -0.37
O 2.87 -0.58 -2.62
O 3.15 -3.01 -2.10
H 1.88 -3.78 -3.63
H 1.73 -4.55 -2.08
H -0.22 -3.08 -2.21
H 0.68 -1.95 -3.10
C -0.49 0.64 -5.36
C -1.37 -0.57 -5.12
O -0.96 -1.46 -6.13
S 0.61 -1.39 -6.40
O 0.69 -1.42 -7.84
O 1.33 -2.41 -5.66
O 0.81 0.08 -5.66
H -0.35 1.19 -4.43
H -0.86 1.26 -6.17
H -2.42 -0.29 -5.12
H -1.12 -0.90 -4.11
C 3.73 4.38 -0.59
C 3.32 2.90 -0.43
O 4.47 2.10 -0.60
S 5.80 2.96 -0.91
O 5.96 3.15 -2.34
O 6.88 2.57 -0.08
O 5.12 4.29 -0.30
H 3.19 5.12 -0.01
H 3.59 4.64 -1.64
H 2.54 2.61 -1.13
H 2.98 2.58 0.56
C -2.95 3.00 -0.34
C -4.23 3.40 0.37
O -5.19 3.31 -0.69
S -4.94 2.00 -1.60
O -5.14 2.28 -2.98
O -5.48 0.78 -1.04
O -3.33 1.98 -1.24
H -2.24 2.51 0.33
H -2.52 3.81 -0.93
H -4.18 4.42 0.74
H -4.48 2.72 1.19
```

Properties
Net charge: +1
Total energy: -131726.0434 eV
E_LUMO: -3.227 eV
Energy relative to the best compared isomer or geometry (same formula, charge and spin): 483.7 kJ/mol
Frontier orbital gap: 8.36 eV

***

The following is a quantum chemistry calculation of a structure of composition C16H28BMnN3OSSi, from the OMol25 dataset.

The geometry in XYZ format:
```
52
C16H28BMnN3OSSi, DFT wB97M-V/def2-TZVPD
Mn 0.28 1.03 -1.00
C -0.26 -0.72 -5.22
Si -0.65 -0.51 -3.43
C 0.48 -1.60 -2.39
C -2.43 -0.97 -3.05
C -0.35 1.27 -2.91
H -0.38 -1.77 -5.51
H 0.76 -0.42 -5.45
H -0.94 -0.13 -5.84
H 0.22 -2.65 -2.54
H 0.40 -1.45 -1.31
H 1.53 -1.47 -2.66
H -2.85 -1.57 -3.87
H -3.06 -0.10 -2.93
H -2.50 -1.58 -2.14
H -1.26 1.88 -2.93
H 0.43 1.76 -3.48
C 3.36 0.11 1.56
S 1.82 -0.76 1.47
O 0.86 0.21 0.76
C 1.31 -0.72 3.15
C 0.93 0.48 3.75
C 0.55 0.46 5.08
C 0.57 -0.73 5.80
C 0.95 -1.92 5.19
C 1.32 -1.92 3.85
H 3.20 1.09 2.00
H 3.77 0.20 0.55
H 4.03 -0.49 2.18
H 0.91 1.40 3.18
H 0.25 1.38 5.56
H 0.28 -0.73 6.84
H 0.96 -2.84 5.75
H 1.61 -2.84 3.36
C -4.46 -0.49 1.29
N -3.51 0.36 0.56
C -3.79 1.56 -0.04
C -2.64 1.98 -0.62
N -1.66 1.04 -0.38
C -2.23 0.08 0.34
H -5.37 0.08 1.46
H -4.04 -0.78 2.25
H -4.70 -1.37 0.70
H -4.77 2.01 0.01
H -2.46 2.87 -1.19
H -1.73 -0.80 0.71
B 4.75 1.73 -1.41
C 3.20 1.66 -1.47
N 2.05 1.51 -1.48
H 5.01 2.26 -0.34
H 5.14 2.36 -2.36
H 5.10 0.57 -1.43
```

Properties
Expectation value of S²: 6.23
Multiplicity: 5
Net charge: +1
Total energy: -74268.2784 eV
E_LUMO (spin up / spin down): -3.728 / -3.245 eV
Energy relative to the best compared isomer or geometry (same formula, charge and spin): 3.6 kJ/mol
Frontier orbital gap (spin up / spin down): 8.47 / 8.99 eV

***

The following is a quantum chemistry calculation of a structure of composition C16H28Cl12CuO6 in a non-equilibrium geometry, from the OMol25 dataset.

The geometry in XYZ format:
```
63
C16H28Cl12CuO6, DFT wB97M-V/def2-TZVPD
Cu 4.30 0.95 -0.68
O 1.57 1.77 0.86
C 0.45 0.88 0.83
C 0.76 -0.65 0.69
O 1.85 -1.00 -0.22
H -0.19 1.09 -0.03
H -0.20 1.17 1.66
H -0.09 -1.23 0.33
H 1.03 -1.04 1.67
O 2.91 1.01 -4.62
C 2.40 0.44 -5.52
O 2.14 1.07 -6.64
C 1.38 0.22 -7.55
C 1.27 -1.16 -6.88
C 1.70 -0.86 -5.50
H 1.87 0.14 -8.52
H 0.47 0.76 -7.81
H 1.90 -1.89 -7.39
H 0.33 -1.72 -6.93
H 2.30 -1.67 -5.08
H 0.79 -0.67 -4.92
O -6.66 -0.44 4.16
C -6.39 -1.10 3.12
O -7.36 -1.50 2.34
C -6.86 -2.14 1.23
C -5.42 -1.68 1.12
C -5.06 -1.47 2.56
H -7.43 -1.86 0.34
H -6.92 -3.21 1.46
H -5.23 -0.87 0.43
H -4.71 -2.42 0.76
H -4.31 -0.70 2.74
H -4.71 -2.36 3.08
C 0.80 6.30 -1.65
Cl -0.13 7.73 -1.92
Cl 1.86 6.07 -3.08
H 1.42 6.45 -0.77
H 0.16 5.43 -1.55
C -1.24 -4.99 -2.95
Cl -0.53 -6.02 -4.12
Cl -2.38 -3.79 -3.67
H -1.80 -5.60 -2.25
H -0.44 -4.48 -2.41
C 5.27 4.38 4.50
Cl 5.49 2.98 5.67
Cl 5.57 5.92 5.36
H 6.01 4.25 3.71
H 4.24 4.34 4.13
C 4.13 -6.27 -0.51
Cl 2.63 -7.15 -0.30
Cl 4.63 -6.33 -2.16
H 3.95 -5.25 -0.17
H 4.95 -6.68 0.07
C -1.45 5.11 3.83
Cl -2.99 4.26 4.26
Cl -1.09 6.64 4.62
H -0.60 4.46 4.06
H -1.54 5.31 2.76
C 1.16 -0.14 6.53
Cl 1.75 -0.31 8.21
Cl -0.60 -0.53 6.48
H 1.27 0.93 6.37
H 1.65 -0.88 5.89
```

Properties
Expectation value of S²: 1.22
Multiplicity: 2
Net charge: 0
Total energy: -224231.5857 eV
E_LUMO (spin up / spin down): -1.987 / -2.101 eV
Energy relative to the best compared isomer or geometry (same formula, charge and spin): 451.9 kJ/mol
Frontier orbital gap (spin up / spin down): 7.57 / 4.99 eV

***

The following is a quantum chemistry calculation of a cluster of 5 separate species, C16H28ClFO9S in total in a non-equilibrium geometry, from the OMol25 dataset.

The geometry in XYZ format:
```
56
C16H28ClFO9S, DFT wB97M-V/def2-TZVPD
O 0.86 1.90 -0.52
C 0.62 3.08 -0.83
F 1.52 4.17 -0.57
C -0.79 3.53 -1.51
C -1.73 4.02 -0.28
O -1.46 3.14 0.88
S -2.47 1.81 0.59
O -1.91 0.65 -0.22
O -3.19 1.19 1.77
O -3.63 2.43 -0.52
C -3.35 3.86 -0.44
Cl -3.89 4.33 1.30
H -0.54 4.44 -2.17
H -1.25 2.70 -2.16
H -1.64 5.15 -0.08
H -3.83 4.53 -1.24
C -0.73 -1.69 1.67
C -0.68 -2.96 2.47
C -1.71 -3.14 3.56
O 0.16 -3.82 2.25
H 0.07 -1.70 0.93
H -1.69 -1.61 1.15
H -0.59 -0.83 2.33
H -2.72 -3.13 3.13
H -1.61 -2.35 4.30
H -1.56 -4.10 4.05
C 3.14 -0.08 -0.91
C 4.44 -0.68 -0.42
C 4.40 -2.11 0.05
O 5.47 -0.04 -0.40
H 3.32 0.95 -1.21
H 2.78 -0.65 -1.77
H 2.40 -0.09 -0.10
H 4.09 -2.77 -0.77
H 3.72 -2.21 0.89
H 5.40 -2.41 0.37
C 6.03 -5.50 2.58
C 6.53 -5.38 1.16
C 8.00 -5.54 0.93
O 5.76 -5.16 0.24
H 4.95 -5.36 2.60
H 6.26 -6.49 2.98
H 6.49 -4.73 3.20
H 8.33 -6.53 1.25
H 8.55 -4.77 1.48
H 8.22 -5.43 -0.13
C -7.82 4.87 -3.68
C -6.53 4.26 -3.18
C -6.58 2.83 -2.71
O -5.50 4.91 -3.15
H -7.64 5.90 -3.98
H -8.18 4.31 -4.54
H -8.56 4.86 -2.88
H -6.88 2.18 -3.53
H -7.27 2.73 -1.87
H -5.58 2.53 -2.38
```

Properties
Net charge: 0
Total energy: -61544.6439 eV
E_LUMO: -0.248 eV
Structure (SMILES): O=C(F)C[C@@H]1OS(=O)(=O)O[C@H]1Cl.CC(C)=O.CC(C)=O.CC(C)=O.CC(C)=O
Frontier orbital gap: 8.73 eV

***

The following is a quantum chemistry calculation of a structure of composition C16H28InN2O7 in a non-equilibrium geometry, from the OMol25 dataset.

The geometry in XYZ format:
```
54
C16H28InN2O7, DFT wB97M-V/def2-TZVPD
In -1.07 -0.27 0.27
C 5.87 -4.40 0.77
C 4.83 -3.42 0.95
C 5.16 -2.12 1.94
O 4.26 -1.23 2.01
C 6.48 -1.98 2.45
C 7.35 -3.03 2.26
C 7.04 -4.25 1.42
O 7.95 -5.19 1.22
O 8.54 -2.69 2.71
O 3.68 -3.48 0.53
H 5.76 -5.24 0.11
H 6.81 -1.11 2.99
C -5.09 -6.42 1.26
C -4.12 -5.29 1.61
C -3.22 -5.62 2.78
O -2.19 -4.58 2.93
C -1.15 -5.04 3.75
N -3.31 -5.03 0.38
H -5.95 -6.10 0.67
H -5.58 -6.84 2.14
H -4.67 -7.27 0.72
H -4.75 -4.44 1.88
H -2.83 -6.63 2.63
H -3.84 -5.76 3.66
H -0.52 -5.76 3.23
H -1.57 -5.40 4.69
H -0.49 -4.21 4.03
H -2.74 -5.86 0.25
H -3.97 -5.11 -0.39
C 0.65 6.55 -5.34
O -0.13 5.41 -4.85
C -1.44 5.73 -4.56
C -2.04 4.64 -3.70
N -1.27 4.46 -2.50
C -1.69 5.52 -1.59
C -0.68 5.80 -0.40
O -0.46 4.64 0.40
C 0.31 4.93 1.54
H 0.80 7.19 -4.46
H 0.14 7.24 -6.01
H 1.64 6.34 -5.72
H -1.94 5.85 -5.52
H -1.50 6.69 -4.04
H -2.11 3.76 -4.34
H -3.07 4.86 -3.42
H -0.32 4.64 -2.78
H -2.67 5.21 -1.23
H -1.87 6.47 -2.09
H -1.03 6.70 0.10
H 0.24 6.17 -0.85
H -0.09 5.65 2.25
H 1.29 5.28 1.22
H 0.55 4.01 2.07
```

Properties
Net charge: +1
Total energy: -39516.1830 eV
E_LUMO: -6.940 eV
Energy relative to the best compared isomer or geometry (same formula, charge and spin): 481.3 kJ/mol
Frontier orbital gap: 4.09 eV

***

The following is a quantum chemistry calculation of a structure of composition C16H28InN2O7 in a non-equilibrium geometry, from the OMol25 dataset.

The geometry in XYZ format:
```
54
C16H28InN2O7, DFT wB97M-V/def2-TZVPD
In -0.10 1.12 -0.07
C -2.33 -1.04 4.11
C -1.33 -0.56 3.14
C -0.22 -1.66 2.78
O 0.53 -1.36 1.88
C -0.27 -2.98 3.37
C -1.19 -3.31 4.28
C -2.29 -2.27 4.72
O -3.14 -2.45 5.69
O -1.03 -4.50 4.86
O -1.32 0.46 2.52
H -3.02 -0.32 4.53
H 0.46 -3.70 3.03
C -1.11 -3.35 -2.59
C -1.26 -2.06 -1.85
C -2.57 -1.99 -0.98
O -2.51 -0.77 -0.13
C -3.72 -0.63 0.63
N -0.02 -1.58 -1.20
H -1.59 -3.38 -3.57
H -1.59 -4.22 -2.13
H -0.09 -3.69 -2.79
H -1.54 -1.37 -2.65
H -2.73 -2.84 -0.32
H -3.35 -2.02 -1.74
H -3.78 -1.40 1.40
H -4.67 -0.80 0.12
H -3.75 0.29 1.21
H 0.09 -2.22 -0.43
H 0.60 -2.02 -1.88
C -0.95 4.57 -2.06
O 0.06 4.12 -1.11
C 1.18 4.94 -1.17
C 2.48 4.17 -0.69
N 2.38 2.73 -1.01
C 3.62 1.96 -0.72
C 3.56 0.44 -1.16
O 2.50 -0.19 -0.46
C 2.86 -1.61 -0.33
H -1.96 4.22 -1.80
H -0.73 4.36 -3.11
H -1.17 5.63 -1.97
H 1.04 5.79 -0.50
H 1.27 5.32 -2.19
H 2.44 4.39 0.38
H 3.32 4.76 -1.06
H 2.22 2.65 -2.01
H 3.70 1.89 0.37
H 4.50 2.33 -1.25
H 4.49 -0.12 -1.16
H 3.27 0.46 -2.21
H 2.97 -2.24 -1.21
H 2.09 -2.20 0.17
H 3.73 -1.74 0.31
```

Properties
Net charge: +1
Total energy: -39518.0289 eV
E_LUMO: -7.580 eV
Energy relative to the best compared isomer or geometry (same formula, charge and spin): 303.2 kJ/mol
Frontier orbital gap: 4.02 eV

***

The following is a quantum chemistry calculation of a structure of composition C16H28MnN6OS2, from the OMol25 dataset.

The geometry in XYZ format:
```
54
C16H28MnN6OS2, DFT wB97M-V/def2-TZVPD
Mn -1.29 -0.18 0.09
C -1.95 -0.70 -2.67
C -2.36 -2.02 -2.04
N -2.57 -1.84 -0.58
C -2.30 -3.05 0.24
C -0.82 -3.35 0.34
S 0.13 -1.98 1.06
C 1.39 -1.55 -0.28
C 0.53 -0.87 -2.48
N -0.71 -0.18 -2.02
H -1.80 -0.83 -3.74
H -2.74 0.04 -2.53
H -3.27 -2.40 -2.51
H -1.58 -2.76 -2.19
H -3.54 -1.59 -0.43
H -2.72 -2.87 1.23
H -2.82 -3.92 -0.18
H -0.66 -4.22 0.97
H -0.37 -3.55 -0.64
H 1.53 -0.47 -0.19
H 2.31 -2.05 0.02
H 1.29 -0.09 -2.61
H 0.36 -1.35 -3.44
H -0.62 0.79 -2.28
C 0.85 7.68 2.14
C 0.54 6.21 2.10
C -0.77 5.76 2.30
C -1.07 4.41 2.25
C -0.04 3.51 1.99
C 1.26 3.92 1.77
C 1.55 5.28 1.84
S -0.37 1.79 1.88
C -0.97 1.40 3.52
O -1.62 1.60 0.96
H 0.17 8.21 2.80
H 0.75 8.10 1.15
H 1.87 7.86 2.48
H -1.55 6.47 2.51
H -2.09 4.08 2.39
H 2.05 3.21 1.56
H 2.56 5.62 1.69
H -1.86 2.00 3.72
H -0.18 1.65 4.22
H -1.20 0.34 3.56
N 3.75 -4.95 -2.50
C 2.59 -5.01 -1.87
N 2.02 -6.19 -1.64
N 2.03 -3.88 -1.38
C 1.42 -3.09 -2.23
N 0.99 -1.91 -1.59
H 4.25 -5.76 -2.82
H 4.16 -4.04 -2.67
H 2.41 -7.05 -1.98
H 1.08 -6.20 -1.29
```

Properties
Expectation value of S²: 8.76
Multiplicity: 6
Net charge: +2
Total energy: -81011.8097 eV
E_LUMO (spin up / spin down): -5.042 / -5.698 eV
Energy relative to the best compared isomer or geometry (same formula, charge and spin): 0.0 kJ/mol
Frontier orbital gap (spin up / spin down): 7.82 / 7.17 eV

***

The following is a quantum chemistry calculation of an isolated molecule of C16H28N2O in a non-equilibrium geometry, from the OMol25 dataset.

The geometry in XYZ format:
```
47
C16H28N2O, DFT wB97M-V/def2-TZVPD
C -2.49 1.40 -3.38
C -1.46 1.88 -2.24
C -2.06 1.63 -0.81
N -2.16 0.21 -0.32
C -3.35 -0.29 0.46
C -4.57 -0.30 -0.44
C -5.74 -0.77 0.44
C -0.92 -0.56 -0.25
C -0.86 -1.97 -0.84
C 0.26 -2.89 -0.52
C 1.47 -2.01 -0.16
C 2.79 -2.35 -0.40
N 2.92 -3.42 -1.21
O 4.02 -3.77 -1.63
C 3.93 -1.41 0.13
C 3.39 -0.02 0.14
C 2.22 0.15 1.01
C 1.25 -1.04 1.02
C -0.25 -0.59 1.10
H -3.38 2.08 -3.31
H -2.06 1.65 -4.42
H -2.72 0.45 -3.23
H -1.26 2.88 -2.35
H -0.48 1.39 -2.35
H -1.51 2.23 -0.09
H -3.10 1.97 -0.81
H -3.42 0.27 1.36
H -3.23 -1.37 0.68
H -4.50 -0.95 -1.37
H -4.83 0.67 -0.85
H -5.42 -1.77 0.72
H -6.01 -0.14 1.32
H -6.64 -0.94 -0.21
H -0.15 -0.16 -0.84
H -0.93 -1.83 -1.96
H -1.84 -2.40 -0.62
H 0.38 -3.37 -1.48
H 0.05 -3.62 0.37
H 4.82 -1.43 -0.42
H 4.25 -1.72 1.11
H 4.12 0.71 0.48
H 3.25 0.36 -0.82
H 1.68 0.99 0.76
H 2.59 0.28 2.01
H 1.48 -1.70 1.94
H -0.65 -1.47 1.72
H -0.29 0.30 1.77
```

Properties
Net charge: 0
Total energy: -22068.7501 eV
E_LUMO: -0.424 eV
Structure (SMILES): CCCN(CCC)[C@@H]1CCC2=C(N=O)CCC[C@H]2C1
Energy relative to the best compared isomer or geometry (same formula, charge and spin): 737.9 kJ/mol
Frontier orbital gap: 7.58 eV